Entry 1:
# C15H20N5O4PPd

A molecular structure, C15H20N5O4PPd (ωB97M-V/def2-TZVPD, the Open Molecules 2025 dataset).

Geometry as ORCA input:
```
! wB97M-V def2-TZVPD RIJCOSX def2/J DEFGRID3
* xyz 2 1
Pd 0.619 0.841 0.461
O 0.127 -1.870 3.997
C 1.454 -1.930 4.318
C 1.821 -2.691 5.417
C 3.151 -2.779 5.778
C 4.135 -2.110 5.051
C 3.776 -1.354 3.961
C 2.431 -1.245 3.569
C 2.086 -0.430 2.406
O 0.798 -0.343 2.071
N 3.030 0.184 1.734
N 2.510 0.889 0.696
C 3.200 1.584 -0.130
C 2.422 2.262 -1.170
C 2.975 3.051 -2.155
C 2.132 3.644 -3.092
C 0.770 3.428 -3.012
C 0.275 2.622 -1.995
N 1.078 2.056 -1.101
H 0.105 -1.295 3.208
H 1.050 -3.207 5.974
H 3.428 -3.375 6.637
H 5.173 -2.185 5.341
H 4.524 -0.828 3.385
H 4.278 1.650 -0.043
H 4.045 3.200 -2.191
H 2.544 4.267 -3.874
H 0.086 3.872 -3.721
H -0.782 2.420 -1.886
N -3.279 1.222 3.454
C -1.992 0.536 3.070
P -2.271 -0.112 1.353
O -3.766 -0.170 1.251
O -1.465 0.675 0.353
C -1.786 -1.904 1.301
N -2.946 -2.612 0.649
H -3.253 2.221 3.250
H -3.503 1.112 4.444
H -4.025 0.802 2.860
H -1.807 -0.268 3.782
H -1.167 1.241 3.124
H -1.649 -2.322 2.297
H -0.880 -2.071 0.725
H -3.104 -3.543 1.034
H -2.816 -2.709 -0.359
H -3.782 -2.009 0.799
*
```

Results
HOMO-LUMO gap   6.99 eV
HOMO energy   -13.36 eV

---

Entry 2:
# C6H15N

A single C6H15N molecule in a non-equilibrium geometry (ωB97M-V/def2-TZVPD, the Open Molecules 2025 dataset).

Geometry as ORCA input:
```
! wB97M-V def2-TZVPD RIJCOSX def2/J DEFGRID3
* xyz 0 1
C -0.580 -0.787 1.352
C -1.412 -1.676 2.284
C -1.023 -0.897 -0.098
N -0.558 0.126 -1.048
C 1.337 0.891 -2.365
C 0.843 0.521 -0.958
C 1.100 1.706 -0.017
H -0.486 0.227 1.737
H 0.450 -1.142 1.454
H -2.472 -1.534 2.066
H -1.246 -2.719 1.979
H -1.193 -1.615 3.339
H -2.096 -0.917 -0.193
H -0.573 -1.806 -0.476
H -1.164 0.933 -1.025
H 2.406 0.994 -2.412
H 0.863 0.233 -3.100
H 0.870 1.831 -2.621
H 1.399 -0.320 -0.551
H 2.172 1.902 -0.004
H 0.546 2.589 -0.345
H 0.817 1.460 1.001
*
```

Results
SMILES string   CCCNC(C)C
HOMO-LUMO gap   9.66 eV
HOMO energy   -8.50 eV

---

Entry 3:
# C24H32AuN4O

A molecular structure, C24H32AuN4O in a non-equilibrium geometry (ωB97M-V/def2-TZVPD, the Open Molecules 2025 dataset).

Geometry as ORCA input:
```
! wB97M-V def2-TZVPD RIJCOSX def2/J DEFGRID3
* xyz -1 1
Au -0.909 -0.742 -1.680
C 0.892 -3.504 -5.863
C 1.628 -3.190 -4.575
C 2.857 -3.811 -4.314
C 3.496 -3.663 -3.091
C 4.829 -4.268 -2.768
C 2.861 -2.917 -2.129
C 1.687 -2.154 -2.320
C 1.050 -2.395 -3.570
N 1.122 -1.306 -1.470
C 1.901 -0.877 -0.347
C 3.244 -0.237 -0.771
C 2.037 -1.985 0.772
C 1.163 0.307 0.315
H 0.249 -4.388 -5.710
H 1.558 -3.659 -6.761
H 0.224 -2.668 -6.064
H 3.358 -4.396 -5.068
H 4.839 -4.586 -1.708
H 5.635 -3.562 -2.915
H 5.010 -5.142 -3.332
H 3.259 -2.969 -1.133
H 0.139 -1.815 -3.748
H 3.891 -1.015 -1.253
H 3.721 0.150 0.129
H 3.048 0.536 -1.499
H 1.392 -2.817 0.411
H 1.669 -1.620 1.717
H 3.099 -2.297 0.984
H 1.048 1.149 -0.340
H 1.671 0.677 1.214
H 0.116 -0.021 0.524
C -2.921 -0.278 -1.915
C -3.451 0.736 -0.934
C -3.828 0.341 0.346
C -4.405 1.271 1.199
C -4.609 2.608 0.825
C -4.253 3.011 -0.467
C -3.661 2.089 -1.310
H -3.165 0.093 -2.923
H -3.473 -1.207 -1.698
H -3.796 -0.694 0.613
H -4.682 0.948 2.175
H -5.095 3.276 1.556
H -4.479 4.001 -0.757
H -3.397 2.358 -2.324
C -0.666 3.870 6.866
N -0.800 3.363 5.513
C -1.397 4.195 4.607
C -1.647 3.856 3.332
C -1.211 2.501 2.978
N -0.645 1.674 3.842
C -0.354 2.090 5.133
O 0.204 1.325 5.950
N -1.309 2.106 1.719
H 0.304 3.660 7.308
H -1.438 3.467 7.526
H -0.765 4.960 6.877
H -1.741 5.108 5.068
H -2.189 4.584 2.774
H -1.848 2.699 1.085
H -1.068 1.174 1.399
*
```

Results
HOMO-LUMO gap   5.90 eV
HOMO energy   -3.50 eV

---

Entry 4:
# C6H16NP

A molecular structure, C6H16NP in a non-equilibrium geometry (ωB97M-V/def2-TZVPD, the Open Molecules 2025 dataset).

Geometry as ORCA input:
```
! wB97M-V def2-TZVPD RIJCOSX def2/J DEFGRID3
* xyz 0 1
C -2.088 -0.962 -1.618
C 0.016 -2.336 -1.244
C 2.217 0.584 0.272
C 0.932 2.006 1.964
C -0.634 -0.916 -1.092
C 0.865 1.170 0.680
N -1.883 0.471 1.453
P -0.363 -0.293 1.134
H -2.684 -1.756 -1.055
H -2.633 -0.078 -1.612
H -2.138 -1.252 -2.642
H 1.188 -2.238 -1.235
H -0.274 -2.912 -2.059
H -0.158 -2.945 -0.336
H 1.984 -0.129 -0.443
H 2.745 1.436 -0.128
H 2.537 0.199 1.214
H 1.816 2.529 2.150
H 0.738 1.510 2.863
H 0.226 2.846 1.952
H 0.022 -0.188 -1.607
H 0.474 1.825 -0.187
H -2.721 -0.010 1.124
H -2.015 1.436 1.154
*
```

Results
HOMO-LUMO gap   8.90 eV
HOMO energy   -7.89 eV

---

Entry 5:
# C2H9N2O

A gas-phase ion, C2H9N2O (charge +1) (ωB97M-V/def2-TZVPD, the Open Molecules 2025 dataset).

Geometry as ORCA input:
```
! wB97M-V def2-TZVPD RIJCOSX def2/J DEFGRID3
* xyz 1 1
C 0.483 0.846 -0.794
N 1.124 -0.191 -1.538
H 0.044 1.596 -1.439
H 1.114 1.291 -0.035
H 1.998 -0.517 -1.146
H 1.295 0.089 -2.495
N -0.688 0.220 -0.060
C -0.280 -0.632 1.173
O -1.110 -0.335 2.228
H -1.179 -0.370 -0.727
H -1.361 0.906 0.294
H -0.274 -1.670 0.855
H 0.718 -0.304 1.426
H -1.884 -0.929 2.257
*
```

Results
SMILES string   NC[NH2+]CO
HOMO-LUMO gap   11.76 eV
HOMO energy   -15.02 eV

---

Entry 6:
# C24H27BN10OSV

A molecular structure, C24H27BN10OSV (ωB97M-V/def2-TZVPD, the Open Molecules 2025 dataset).

Geometry as ORCA input:
```
! wB97M-V def2-TZVPD RIJCOSX def2/J DEFGRID3
* xyz 1 3
V 0.299 0.316 -0.863
C 3.877 2.317 0.480
C 3.325 1.209 -0.164
N 2.020 1.384 -0.315
N 1.687 2.571 0.255
C 2.810 3.156 0.717
B 0.351 3.299 -0.135
N -0.953 2.585 0.376
C -2.031 3.202 0.902
C -3.121 2.366 0.780
C -2.629 1.230 0.132
N -1.338 1.385 -0.120
N 0.282 3.190 -1.714
C 0.237 4.038 -2.755
C 0.151 3.318 -3.928
C 0.150 1.990 -3.516
N 0.231 1.923 -2.192
N 0.369 4.674 0.472
C 0.200 5.929 -0.022
C 0.227 6.804 1.032
C 0.415 5.983 2.159
N 0.494 4.709 1.825
H 4.907 2.481 0.741
H 3.798 0.305 -0.511
H 2.768 4.118 1.198
H -1.942 4.181 1.339
H -4.127 2.549 1.113
H -3.137 0.322 -0.149
H 0.280 5.102 -2.620
H 0.102 3.700 -4.931
H 0.102 1.090 -4.109
H 0.063 6.129 -1.067
H 0.127 7.874 0.993
H 0.495 6.268 3.196
C -1.441 -1.590 4.037
C -0.082 -2.208 3.740
N -0.046 -2.916 2.452
C -0.301 -4.369 2.470
C -1.735 -4.728 2.118
C 0.159 -2.277 1.307
S 0.476 -0.586 1.360
N 0.126 -3.078 0.207
C 0.172 -2.685 -1.021
O 0.184 -1.439 -1.441
C 0.194 -3.707 -2.090
C 0.251 -3.327 -3.430
C 0.273 -4.291 -4.424
C 0.237 -5.636 -4.087
C 0.178 -6.020 -2.753
C 0.157 -5.061 -1.757
H -1.370 -0.955 4.920
H -2.192 -2.354 4.231
H -1.774 -0.970 3.206
H 0.182 -2.938 4.502
H 0.699 -1.450 3.739
H -0.056 -4.709 3.475
H 0.393 -4.842 1.779
H -2.444 -4.245 2.790
H -1.874 -5.806 2.201
H -1.965 -4.431 1.095
H 0.279 -2.279 -3.692
H 0.318 -3.993 -5.463
H 0.254 -6.388 -4.864
H 0.150 -7.070 -2.492
H 0.111 -5.346 -0.716
*
```

Results
HOMO-LUMO gap (alpha / beta)   8.12 / 8.50 eV
HOMO energy (alpha / beta)   -11.50 / -11.64 eV